C30H60Br14Cl16 | ωB97M-V/def2-TZVPD

Computed properties:
Kohn-Sham gap, eV: 10.144
Highest occupied orbital energy, eV: -10.0
DFT total energy, hartree: -44578.37217
Strongest force on any atom, eV/A: 3.6
E_LUMO, eV: 0.15

CARTESIAN COORDINATES (ANGSTROEM)
1 Cl 1.25178 2.81555 2.06783
2 C 1.95077 4.24450 2.86843
3 C 1.88168 4.02264 4.38109
4 Cl 2.87048 5.36558 5.08485
5 H 1.27301 5.05187 2.54925
6 H 2.92835 4.33467 2.61831
7 H 2.25035 3.07879 4.75405
8 H 0.79679 4.10904 4.67203
9 Cl 6.14392 2.62653 -0.59219
10 C 4.86960 3.55624 -1.48066
11 C 3.78664 2.68521 -1.94790
12 Cl 4.37900 1.63248 -3.22915
13 H 5.46811 4.08962 -2.27479
14 H 4.44277 4.23925 -0.67593
15 H 3.01475 3.29419 -2.37136
16 H 3.37152 2.06442 -1.16101
17 Cl -3.28441 -5.72814 -0.01353
18 C -3.68068 -4.53092 -1.34247
19 C -2.46064 -4.19059 -2.08445
20 Cl -2.01516 -5.53422 -3.25295
21 H -4.14510 -3.63448 -0.97552
22 H -4.42962 -4.93014 -1.98720
23 H -1.61840 -3.97395 -1.42043
24 H -2.66915 -3.23056 -2.60058
25 Cl 1.88006 5.65564 -1.12969
26 C 0.27194 4.94792 -1.58451
27 C -0.39643 4.35558 -0.40708
28 Cl -0.85534 5.74745 0.68151
29 H 0.54817 4.10584 -2.28387
30 H -0.33299 5.69458 -2.09376
31 H 0.29451 3.72309 0.21113
32 H -1.30821 3.93362 -0.75669
33 Cl 1.42010 -3.19918 -3.35751
34 C 1.78174 -3.67129 -5.06083
35 C 1.57446 -2.49970 -6.00723
36 Cl 2.40538 -1.00350 -5.38699
37 H 0.99909 -4.38771 -5.35245
38 H 2.73886 -4.26663 -5.05466
39 H 0.52271 -2.33080 -5.85442
40 H 1.80440 -2.68828 -7.05038
41 Cl -3.64180 3.32798 -2.70170
42 C -4.02772 4.19629 -4.17884
43 C -3.97420 5.71307 -3.97276
44 Cl -5.42086 6.45484 -3.10526
45 H -5.01428 3.93851 -4.43403
46 H -3.27946 3.97729 -4.92947
47 H -3.92920 6.10819 -4.98186
48 H -3.11558 5.92661 -3.46695
49 Cl -4.90144 -1.25763 -1.15979
50 C -4.88075 -1.34543 0.62230
51 C -3.55106 -0.98498 1.25821
52 Cl -2.34524 -2.25345 0.79864
53 H -5.03102 -2.37453 0.82280
54 H -5.66427 -0.73150 1.02797
55 H -3.55629 -1.00683 2.34041
56 H -3.16691 -0.03532 1.00881
57 Cl -0.31675 1.29649 -1.82149
58 C 0.54044 -0.28822 -1.94191
59 C 1.06836 -0.70759 -0.55054
60 Cl 2.44951 0.26493 0.08193
61 H 1.35037 -0.20537 -2.66709
62 H -0.16822 -1.06000 -2.35363
63 H 1.42630 -1.71043 -0.57112
64 H 0.27562 -0.60765 0.19328
65 Br -2.76133 2.60007 1.53286
66 C -3.95772 3.27050 2.89075
67 C -3.19127 4.31295 3.61522
68 Br -4.34753 5.11383 4.94977
69 H -4.00490 2.45311 3.56311
70 H -4.92897 3.57689 2.52895
71 H -2.88068 5.10454 3.00924
72 H -2.21165 3.91795 4.05814
73 Br 6.84920 -0.36690 1.08451
74 C 5.55334 -0.79224 -0.27495
75 C 6.32829 -1.17467 -1.54754
76 Br 5.02648 -2.13064 -2.61199
77 H 4.94774 0.04873 -0.49520
78 H 4.97086 -1.57628 0.23694
79 H 7.16371 -1.85905 -1.30253
80 H 6.66655 -0.23596 -2.03192
81 Br -0.41561 -5.58322 3.68438
82 C -2.23441 -5.08994 3.90683
83 C -2.49380 -3.71559 4.52958
84 Br -4.34912 -3.24303 4.43148
85 H -2.76162 -5.92180 4.38485
86 H -2.52525 -4.95011 2.84198
87 H -1.96193 -2.99328 3.87881
88 H -2.12814 -3.65761 5.55423
89 Br -1.86105 -0.91401 -5.22413
90 C -1.88324 0.95891 -4.80351
91 C -0.52652 1.52336 -5.16075
92 Br -0.47506 3.46376 -5.03927
93 H -2.11173 0.96825 -3.75694
94 H -2.68217 1.38722 -5.40523
95 H -0.12921 1.14405 -6.10257
96 H 0.19902 1.12555 -4.42852
97 Br 0.97392 -4.33094 -0.12418
98 C 1.96678 -5.86846 -0.90039
99 C 1.03079 -6.93670 -1.36947
100 Br 1.88244 -7.95087 -2.81229
101 H 2.76233 -6.06899 -0.15837
102 H 2.39489 -5.27893 -1.72065
103 H 0.07218 -6.48225 -1.72513
104 H 0.76155 -7.68397 -0.63900
105 Br 3.47189 0.19761 5.11180
106 C 3.62626 -0.38387 3.26857
107 C 3.27460 -1.81511 3.11596
108 Br 1.43380 -2.22358 3.48267
109 H 4.62718 -0.14526 2.98272
110 H 2.86885 0.28941 2.77667
111 H 3.87496 -2.41765 3.71762
112 H 3.44119 -2.13433 2.05071
113 Br -2.03906 0.06306 4.57787
114 C -1.94962 -0.26214 6.52347
115 C -0.63998 0.31967 6.95072
116 Br -0.33818 -0.12211 8.82162
117 H -1.96929 -1.35616 6.68511
118 H -2.85050 0.20567 6.95048
119 H -0.64837 1.40992 7.01790
120 H 0.23870 0.00120 6.50274

Forces on the atoms, in the same order (eV/Å):
Cl 0.20 -0.66 0.10
C -3.24 -0.57 1.47
C -1.49 1.05 -0.21
Cl -0.46 -0.40 0.14
H 0.82 0.02 0.25
H 2.77 0.46 -1.30
H 0.37 -0.17 -0.23
H 1.21 0.13 0.12
Cl -0.13 -0.06 -0.02
C 1.28 1.74 1.48
C -0.13 -0.34 -0.31
Cl -0.01 -0.69 -0.56
H -1.18 -0.38 0.80
H 0.64 -0.50 -1.33
H -0.54 0.34 -0.23
H 0.07 0.15 -0.02
Cl -0.51 0.61 -0.55
C -0.11 -0.74 0.83
C 0.70 0.84 -0.73
Cl -0.02 0.95 0.54
H 0.21 0.21 0.85
H -0.40 -0.86 -0.40
H -0.02 -0.46 -0.25
H 0.25 -0.76 -0.39
Cl -0.39 0.10 -0.16
C 1.52 -1.17 -1.20
C 0.98 1.03 1.26
Cl -0.16 -0.37 0.09
H -0.49 0.96 0.52
H 0.18 0.05 0.05
H -1.12 0.38 -0.98
H -0.73 -0.75 0.15
Cl 0.08 -0.39 -0.46
C 0.49 -1.35 -0.18
C 0.22 0.26 1.55
Cl -0.12 -0.43 -0.71
H 0.21 0.05 0.29
H -0.73 1.17 -0.10
H -0.40 0.64 -0.52
H 0.25 -0.01 0.09
Cl 0.22 -0.41 0.58
C 0.32 1.60 0.72
C -2.49 -1.07 -1.36
Cl 1.12 -0.71 -0.60
H -1.07 -0.63 -0.70
H -0.05 -0.34 -0.16
H -0.20 0.54 0.05
H 2.14 1.02 1.56
Cl 0.07 0.52 -0.03
C 0.92 0.36 0.24
C 0.03 -1.11 -0.17
Cl 0.19 0.33 0.14
H -0.58 -0.92 0.45
H -0.41 0.22 -0.01
H -0.54 -0.25 0.23
H 0.40 0.93 -0.74
Cl 0.20 -0.31 0.10
C 0.08 -0.72 0.46
C -0.77 0.83 -0.44
Cl -0.60 -0.21 -0.30
H 0.00 0.22 0.07
H 0.51 0.84 0.67
H 0.19 -0.72 -0.15
H 0.10 -0.12 -0.08
Br -0.03 -0.11 -0.69
C 0.71 -0.22 0.32
C 1.38 -0.32 1.27
Br 0.12 -0.07 0.29
H -0.72 -0.94 0.48
H 0.07 0.04 -0.35
H 0.23 1.28 -1.11
H -1.69 0.29 -0.23
Br 0.43 0.46 0.48
C 0.83 -1.13 0.01
C -0.11 -0.02 1.19
Br 0.02 -0.02 -0.50
H -0.44 0.76 0.12
H 0.19 0.16 -0.92
H -0.52 0.46 -0.41
H -0.21 -0.82 0.02
Br 0.92 -0.01 0.42
C -1.54 0.56 -1.34
C 1.71 -0.24 -0.60
Br -0.30 -0.06 0.10
H 0.07 0.35 -0.15
H -0.37 -0.58 0.79
H -0.28 -0.17 0.66
H -0.25 0.15 -0.02
Br -0.03 -0.78 -0.14
C -0.03 0.36 -0.85
C 0.82 -1.02 0.96
Br 0.03 -0.30 -0.18
H -0.06 0.51 0.36
H -0.01 0.04 0.15
H -0.43 0.60 -0.29
H -0.29 0.54 -0.22
Br -0.20 -0.41 0.57
C 0.68 1.75 0.06
C -0.93 0.17 -0.27
Br -0.17 0.20 0.08
H -0.67 -0.42 -0.51
H 0.12 -0.83 -0.04
H 1.00 -0.46 -0.10
H 0.14 -0.01 0.38
Br 0.11 0.06 0.56
C -2.00 1.55 -0.05
C -0.23 0.04 -2.31
Br -0.27 0.04 0.06
H 0.57 -0.01 -0.37
H 1.06 -0.81 0.15
H 0.84 -1.09 1.11
H -0.18 0.38 0.91
Br -0.14 -0.02 0.10
C -0.11 -0.62 -0.55
C -1.26 1.54 2.04
Br -0.04 -0.30 0.53
H -0.10 0.63 -0.23
H 0.65 -0.15 -0.06
H -0.14 -0.17 -0.56
H 1.21 -0.83 -1.39

***

C30H60Br6O12S6 | ωB97M-V/def2-TZVPD

Computed properties:
Kohn-Sham gap, eV: 9.960
Highest occupied orbital energy, eV: -9.8
DFT total energy, hartree: -19915.06597
SMILES: O=S1(=O)CCCC1.O=S1(=O)CCCC1.O=S1(=O)CCCC1.O=S1(=O)CCCC1.O=S1(=O)CCCC1.O=S1(=O)CCCC1.BrCCBr.BrCCBr.BrCCBr
Strongest force on any atom, eV/A: 4.6
E_LUMO, eV: 0.15

CARTESIAN COORDINATES (ANGSTROEM)
1 O 3.22893 2.37766 0.19404
2 S 2.67593 3.07544 -0.99311
3 O 1.28054 3.33987 -0.85265
4 C 3.62814 4.58978 -1.15684
5 C 4.28509 4.34589 -2.53175
6 C 4.44847 2.80066 -2.75542
7 C 3.08492 2.26859 -2.46380
8 H 4.34029 4.61398 -0.30009
9 H 2.99155 5.44616 -1.08057
10 H 3.56800 4.72313 -3.35363
11 H 5.21979 4.84842 -2.64338
12 H 5.22344 2.33875 -2.10450
13 H 4.81579 2.47871 -3.75908
14 H 3.00038 1.30136 -2.08441
15 H 2.42230 2.54009 -3.21159
16 O -1.21530 -1.94743 -6.68713
17 S -0.84296 -2.06089 -5.30983
18 O -1.86333 -2.36747 -4.32089
19 C 0.47803 -3.18272 -5.04363
20 C 1.56009 -2.41902 -4.31374
21 C 1.55919 -0.96783 -4.89467
22 C 0.07235 -0.53675 -4.85996
23 H 0.84081 -3.53162 -6.01243
24 H -0.00525 -3.97638 -4.49989
25 H 1.35338 -2.31184 -3.23233
26 H 2.49527 -2.90237 -4.27882
27 H 1.98587 -1.05920 -5.85530
28 H 2.14108 -0.27028 -4.35471
29 H -0.14767 0.25812 -5.59138
30 H -0.18534 -0.15321 -3.85811
31 O 1.01702 0.53859 3.35510
32 S 2.20804 0.02312 3.97475
33 O 2.19815 -0.82137 5.12630
34 C 3.20898 -0.76000 2.74231
35 C 4.64361 -0.09471 2.83277
36 C 4.78164 0.75486 4.15774
37 C 3.38521 1.35892 4.34373
38 H 2.79561 -0.53580 1.68649
39 H 3.13758 -1.80000 3.00170
40 H 5.46757 -0.83480 2.76604
41 H 4.81987 0.58685 2.05453
42 H 5.43332 1.57297 3.98364
43 H 5.03666 0.18032 5.01557
44 H 3.17095 2.17518 3.66692
45 H 3.16844 1.75821 5.32310
46 O -2.30227 -1.54487 1.17139
47 S -2.61178 -2.35500 2.29951
48 O -3.79713 -3.18418 2.51249
49 C -1.12052 -3.30429 2.64723
50 C -0.56374 -2.73826 3.99501
51 C -1.69200 -2.10825 4.78944
52 C -2.55908 -1.34150 3.75546
53 H -0.45530 -3.09149 1.81266
54 H -1.40357 -4.34797 2.80210
55 H -0.08349 -3.55036 4.60920
56 H 0.25377 -1.98464 3.88175
57 H -1.36732 -1.42977 5.56665
58 H -2.37313 -2.84596 5.27227
59 H -2.02844 -0.37081 3.66598
60 H -3.60220 -1.19128 4.08819
61 O 1.31960 -1.32070 -0.61059
62 S 0.34424 -0.31943 -0.98466
63 O 0.70179 0.68808 -2.00745
64 C -1.21845 -1.02207 -1.42799
65 C -2.07869 0.22815 -1.46845
66 C -1.72067 1.07199 -0.20187
67 C -0.35440 0.59846 0.37857
68 H -1.45834 -1.70665 -0.66679
69 H -1.05618 -1.40287 -2.43483
70 H -1.95207 0.73741 -2.41530
71 H -3.08810 -0.15433 -1.42542
72 H -2.45083 0.89918 0.57068
73 H -1.73794 2.11990 -0.52370
74 H -0.38343 -0.08476 1.27091
75 H 0.37818 1.40007 0.62729
76 O 1.67556 3.88996 4.51059
77 S 0.76702 4.89591 4.02697
78 O 1.16804 6.26482 4.14966
79 C 0.33248 4.30057 2.32527
80 C -0.87453 3.36379 2.55133
81 C -1.84039 4.18373 3.50744
82 C -0.86036 4.54935 4.73565
83 H 1.22622 3.76996 2.05246
84 H 0.26032 5.17531 1.66614
85 H -1.41151 3.09063 1.63198
86 H -0.44368 2.45517 3.07450
87 H -2.72341 3.62814 3.81047
88 H -2.15011 5.09311 2.98454
89 H -0.77452 3.66045 5.35848
90 H -1.16764 5.44167 5.30156
91 Br -0.15651 -4.68700 -0.95340
92 C 1.24479 -4.81009 0.43105
93 C 0.98230 -5.87015 1.44949
94 Br 1.24648 -7.74067 0.77639
95 H 1.34951 -3.86877 0.95763
96 H 2.19100 -4.89345 -0.08937
97 H 0.00141 -5.83305 1.81804
98 H 1.73751 -5.80884 2.21748
99 Br -5.89807 -0.09177 -7.29357
100 C -4.07567 0.00792 -6.68161
101 C -3.99239 0.17414 -5.20210
102 Br -3.39935 2.04669 -4.84060
103 H -3.71494 0.91186 -7.20920
104 H -3.41465 -0.81960 -6.98637
105 H -3.13297 -0.32095 -4.83054
106 H -4.93288 0.08694 -4.60523
107 Br -6.68857 -1.09029 1.23821
108 C -6.30243 -1.61220 -0.57784
109 C -5.14644 -2.51299 -0.48039
110 Br -4.42929 -2.89897 -2.20938
111 H -6.09344 -0.72717 -1.13184
112 H -7.26484 -1.96590 -0.93818
113 H -5.38476 -3.50726 -0.05168
114 H -4.36032 -2.03673 0.13515

Forces on the atoms, in the same order (eV/Å):
O 0.05 0.23 -1.91
S -0.19 0.43 4.59
O -1.15 0.55 -0.62
C 1.19 -1.05 -0.22
C -0.94 -0.07 -1.39
C 1.60 -0.03 -0.29
C 1.49 0.42 1.04
H -0.40 -0.19 -0.74
H -0.48 0.38 -0.22
H 1.11 -0.45 1.18
H 0.57 0.49 -0.08
H -0.59 0.55 0.10
H -0.55 0.75 0.43
H -0.10 -2.09 -0.35
H -1.63 0.18 -1.32
O -0.24 -0.22 -0.76
S -0.16 1.56 1.13
O 0.20 0.24 -0.40
C 0.58 -0.44 -0.46
C -0.96 1.71 1.68
C -1.31 -1.56 0.62
C 0.42 0.17 -0.43
H -0.15 -0.04 0.01
H 0.21 -0.52 0.26
H -0.44 -0.20 -0.31
H 1.23 -0.60 -0.65
H 0.11 0.32 -1.52
H 0.66 0.55 0.87
H -0.15 -0.49 0.16
H 0.04 -0.42 -0.46
O -0.92 -0.15 0.28
S 2.04 2.08 -0.68
O -0.71 -0.91 0.83
C 0.65 1.35 -2.16
C 0.27 -1.38 2.01
C -2.19 -0.47 -1.39
C -0.43 -0.21 -0.05
H 0.34 -0.57 1.79
H 0.35 -0.58 -0.17
H -0.64 0.19 0.10
H -0.28 0.80 -1.35
H 1.00 0.50 0.06
H 0.45 -0.49 0.60
H 0.03 0.04 -0.43
H -0.08 -0.15 0.41
O -0.81 0.45 -1.56
S -0.16 -1.04 3.24
O 1.00 0.60 -1.24
C 0.18 0.41 1.10
C 1.32 -0.56 0.58
C -1.96 -0.56 -0.26
C 0.41 1.05 1.46
H -0.05 -0.45 -0.02
H 0.07 0.14 -0.46
H -0.47 0.59 -0.73
H -0.81 -0.54 -0.37
H 0.29 0.09 0.08
H 0.73 0.12 -0.26
H -0.54 -0.43 -0.83
H 0.54 0.00 -0.24
O 0.26 0.06 0.10
S -0.35 1.14 -0.20
O -0.02 -1.34 0.78
C 1.50 1.42 -1.93
C -0.23 -0.95 0.90
C 0.37 -0.02 -0.44
C 0.96 0.38 0.52
H -0.40 -1.01 0.45
H -0.38 -0.69 0.28
H 0.12 0.34 0.04
H -0.56 0.31 0.03
H -0.41 0.11 0.15
H 0.32 -0.13 0.48
H -0.32 0.66 -0.99
H -0.62 -0.37 -0.28
O 0.40 -0.33 0.54
S -0.75 -1.55 -1.00
O -0.37 0.51 -0.27
C 0.22 0.65 0.60
C -0.08 0.58 0.86
C 2.38 -0.07 0.33
C -1.53 0.35 -0.86
H 0.37 -0.34 -0.29
H -0.59 -0.31 0.10
H 0.47 0.01 0.23
H -0.81 0.81 -0.64
H 0.09 -0.04 0.21
H -0.01 -0.07 0.13
H 0.20 0.21 0.15
H 0.04 -0.45 -0.10
Br 0.44 0.07 0.61
C 0.10 0.20 -0.54
C 1.46 -1.13 -1.06
Br -0.22 0.85 0.12
H -0.53 0.43 -0.08
H 0.01 -0.48 -0.18
H -1.18 -0.03 0.60
H -0.02 0.13 0.40
Br -0.25 -0.43 -0.17
C 0.66 0.57 -1.01
C -0.55 1.76 0.71
Br -0.18 0.09 0.21
H -0.03 -0.64 0.43
H -0.84 -0.02 -0.15
H 0.18 -1.03 0.69
H 1.02 -0.37 -0.66
Br -0.29 0.44 0.64
C -1.24 0.40 0.30
C 0.73 -1.30 0.82
Br 0.40 0.00 -0.72
H 0.38 0.74 -0.28
H 0.34 -0.63 -0.20
H 0.05 0.81 -0.03
H -0.39 -0.38 -0.60

***

Q: What is the Kohn-Sham gap in the second record?
A: 9.960 eV